# 1
Computed, not measured: a molecular structure, C34H48N5O2SScSi2, with wB97M-V/def2-TZVPD.

```
93
Properties=species:S:1:pos:R:3:mulliken_charge:R:1
H -3.469 1.004 2.017 0.252
C 1.859 3.146 0.680 -0.509
N 0.203 4.624 0.541 -0.022
H -0.219 3.021 -2.301 0.179
C 4.683 -0.340 -0.217 -1.702
H 1.887 -3.467 3.774 0.438
H 3.960 -2.756 -1.068 0.167
C 1.347 -3.446 -1.969 -1.036
N 1.380 -2.518 1.562 -0.621
Si -2.620 -2.137 -1.753 0.369
C 2.538 5.489 0.941 -1.241
H -2.833 4.890 0.075 0.446
C 1.791 -2.798 -0.685 1.419
H -0.190 0.347 -4.972 0.317
H 5.170 3.368 1.269 0.416
Sc 0.161 0.157 -0.180 -1.564
C 1.885 -2.525 5.715 -0.697
C 0.753 0.873 -4.817 -2.005
H -4.655 -2.118 -3.167 0.382
H 4.901 0.071 0.771 0.331
H 5.437 -1.090 -0.459 0.411
C -3.025 1.495 -0.687 -0.274
C -0.271 3.339 0.335 -0.656
H 0.323 -3.806 -1.889 -0.048
C -2.714 3.846 -0.152 -0.750
H 4.744 0.480 -0.936 0.259
C 3.124 -2.231 -0.621 -2.189
S -4.038 2.888 -0.711 -0.386
H -1.283 1.998 -3.259 0.102
H -3.218 -0.057 3.405 0.512
C 3.848 5.049 1.130 -0.389
H 2.004 -4.297 -2.181 0.492
H -1.124 -2.091 0.018 -0.731
C 3.168 2.725 0.897 -0.225
C 2.167 2.200 -3.250 -1.748
H 1.442 -0.418 -2.653 0.216
H 4.637 5.772 1.296 0.355
H 1.761 -1.330 7.499 0.357
N -1.809 1.693 -0.305 1.627
H -5.081 -2.538 0.749 0.270
H -2.623 -3.754 1.934 0.256
H -1.827 0.581 2.517 -0.086
H 0.843 1.652 -5.582 0.457
N 0.710 2.419 0.428 1.350
O 0.207 -0.517 1.722 0.716
C 1.570 4.528 0.724 0.656
C -1.760 -1.682 -3.376 -0.806
H 1.431 -2.756 -2.810 0.101
H 2.997 1.515 -3.437 0.370
C -0.308 2.492 -3.249 -1.434
H -0.286 3.232 -4.057 0.503
H -3.381 0.518 -0.961 -0.413
C -1.594 3.027 -0.001 -0.536
H 3.377 1.670 0.878 -0.101
C 0.867 -0.316 4.390 -0.280
H 0.851 0.642 6.307 0.391
H 2.277 2.589 -2.236 0.181
H -0.304 5.451 0.285 0.301
C -2.435 -2.803 2.439 -0.983
H -5.230 -0.813 0.405 0.296
H -2.997 -2.790 3.378 0.342
C 0.750 0.389 -2.343 -0.179
C 0.820 1.469 -3.402 2.925
Si -2.910 -1.353 1.312 0.744
H 0.466 0.534 3.855 0.374
H -2.716 -4.509 -2.650 0.376
C 1.084 -0.265 5.760 -0.927
C 0.900 -1.507 2.195 -0.418
C -1.931 -1.382 -0.239 1.138
C 1.669 -2.577 4.348 -0.440
H -1.372 -2.772 2.680 0.082
N 0.929 -2.766 0.274 0.119
H -4.644 -0.648 -2.208 0.336
C 1.159 -1.470 3.671 0.446
H -1.853 -0.607 -3.547 -0.073
H 2.290 6.544 0.967 0.371
C -2.606 -4.042 -1.667 -1.323
H -1.675 -4.388 -1.216 0.324
O 2.334 -0.129 0.105 0.747
C -2.840 0.200 2.410 -0.924
H 2.242 3.037 -3.955 0.425
C 3.285 -0.931 -0.221 1.304
H 2.279 -3.395 6.230 0.375
C 4.146 3.688 1.112 -0.736
H -5.264 -1.379 2.073 0.355
H -2.208 -2.212 -4.223 0.519
H -0.690 -1.893 -3.356 0.155
H 1.564 0.154 -4.961 0.374
C -4.440 -1.720 -2.170 -1.270
H -5.149 -2.166 -1.470 0.292
H -3.423 -4.394 -1.031 0.309
C -4.798 -1.540 1.096 -1.251
C 1.594 -1.368 6.428 -0.353
```

Computed properties:
**Net charge**: -2
**HOMO (alpha / beta)**: -1.29 / 0.33 eV
**Energy above the lowest of the compared OMol25 structures with the same formula, charge and spin**: 0.837 eV

***

# 2
Computed, not measured: a molecular structure, C34H50As2BrIrN4O12S at a distorted geometry, with wB97M-V/def2-TZVPD.

```
105
Properties=species:S:1:pos:R:3:lowdin_spin:R:1
As -0.718 -1.265 -0.708 0.116
H -4.632 0.153 -4.145 0.000
H 0.577 -1.210 4.853 0.001
H 5.746 -1.653 -3.313 0.000
H 6.440 -0.686 -1.986 0.000
C -1.364 -3.117 1.176 0.002
C 3.388 -3.844 -0.852 0.004
C -3.508 1.977 -3.869 0.011
H 3.478 -4.718 -0.209 0.000
C -4.461 -0.405 -1.217 0.001
H 2.939 1.534 3.318 0.001
C 1.434 -4.247 1.643 0.002
H -0.707 0.613 4.932 0.000
O 3.074 0.171 -2.987 0.005
C -3.824 2.172 2.219 0.007
O 0.546 1.278 -2.452 0.092
H -3.635 0.151 1.523 0.000
H -0.785 -3.239 -2.309 0.006
H -2.661 2.490 -4.321 0.000
C -4.599 3.086 2.921 0.003
C -5.446 0.447 2.624 0.000
O -1.246 -3.913 2.213 0.001
C 4.748 3.602 -0.369 0.003
H -4.482 -0.949 -2.158 0.000
C 2.491 2.773 -0.253 0.028
H -3.064 -4.892 2.039 0.000
N 1.412 2.366 0.426 0.190
C -6.202 1.359 3.349 0.002
C 0.947 -0.876 -1.609 0.007
H -5.252 -0.798 -0.580 0.000
H 2.357 -4.688 4.395 0.000
H 5.351 0.082 -3.191 0.000
Br -7.819 0.772 4.170 0.001
Ir -0.398 1.353 -0.157 2.852
H -4.873 1.573 -0.472 0.000
H -0.244 -2.261 3.692 0.000
C -2.462 2.486 1.655 0.018
H 5.582 3.605 -2.366 0.000
C 1.118 -3.076 0.777 0.010
O 4.457 -1.148 -1.788 0.001
O -2.337 2.307 0.403 0.194
H -2.201 -5.050 3.593 0.000
H 4.327 3.166 2.296 0.001
C 4.768 3.132 -1.819 0.001
H -1.136 1.575 3.535 0.000
H 2.740 0.602 1.819 0.000
O 0.965 -5.342 1.536 0.000
H -3.501 -0.595 -0.726 0.002
C 4.021 2.344 1.639 0.002
C 0.354 0.436 -4.994 0.000
H 4.913 2.051 -1.843 0.000
O -0.267 -0.120 1.889 0.074
O -2.431 -2.684 0.771 0.007
H 0.694 2.047 2.351 0.003
H -2.871 -0.048 -4.153 0.000
H -0.372 1.206 -4.729 0.000
H 1.346 -1.632 3.301 0.000
H 1.431 3.011 -1.923 0.001
H -4.386 2.609 -3.980 0.001
H -4.274 4.110 3.021 0.000
C -3.692 0.599 -4.461 0.001
C 0.406 -1.394 3.797 0.004
H 4.564 4.680 -0.329 0.001
H 1.299 0.906 -5.270 0.000
C -5.793 2.679 3.492 0.000
H 3.273 2.940 -3.374 0.001
H -2.444 -2.776 -1.848 0.000
N 2.351 3.151 -1.527 0.019
H 2.659 -4.050 -1.636 0.000
C 3.425 3.487 -2.441 0.003
C 2.197 -1.201 -1.263 0.022
O 2.412 -3.900 2.495 0.001
C -4.253 0.855 2.064 0.002
H -3.040 -3.521 3.169 0.000
C -1.464 -2.401 -2.145 0.042
C 3.269 -0.647 -2.112 0.003
C 2.830 1.610 2.239 0.006
H 3.921 -4.783 3.534 0.000
H 3.379 4.560 -2.664 0.001
H -6.398 3.375 4.050 0.000
H -0.008 -0.184 -5.810 0.000
C -0.120 -2.653 0.528 0.019
H 4.876 1.668 1.521 0.001
C 0.723 0.088 -2.709 0.007
C 1.590 2.414 1.867 0.021
C -4.658 1.082 -1.421 0.002
H 5.695 3.397 0.130 0.000
O -2.012 0.974 -1.919 0.124
H -5.785 -0.569 2.502 0.000
H 2.570 -5.880 3.083 0.000
S -3.142 1.966 -2.043 0.009
H -1.550 -1.821 -3.061 0.000
O 0.565 -0.446 -3.891 0.006
H -3.701 0.662 -5.548 0.000
H 4.359 -3.647 -1.301 0.000
C 5.569 -0.824 -2.624 0.000
H -5.461 1.306 -2.120 0.000
As 2.818 -2.291 0.228 0.003
N 3.691 2.905 0.340 0.021
C -0.230 -0.205 3.129 0.007
C -2.470 -4.371 2.790 0.000
H 1.711 3.459 2.177 0.004
N -0.726 0.721 3.932 0.006
C 2.842 -4.885 3.438 0.000
O -1.537 2.776 2.410 0.017
```

Computed properties:
**Multiplicity**: 5
**Net charge**: +2
**HOMO (alpha / beta)**: -12.83 / -12.83 eV
**Energy above the lowest of the compared OMol25 structures with the same formula, charge and spin**: 1.262 eV

***

Number 2 is which compound?
C34H50As2BrIrN4O12S

***

The lowest energy above the lowest of the compared OMol25 structures with the same formula, charge and spin belongs to which entry?
C34H48N5O2SScSi2

***

The lowest net charge belongs to which entry?
C34H48N5O2SScSi2

***

The highest net charge belongs to which entry?
C34H50As2BrIrN4O12S